Entry 1:
# C9H14S

2 unconnected molecules or ions with the total composition C9H14S (ωB97M-V/def2-TZVPD, the OMol25 dataset).

Energy above the lowest of the compared OMol25 structures with the same formula, charge and spin, eV: 2.087
HOMO level, eV: -9.0
Structure (SMILES): Cc1ccccc1.CCS
HOMO-LUMO gap, eV: 9.86

Atoms and positions in Å:
1 C 1.4403 -0.6735 -0.7807
2 C 0.0368 -2.7259 -0.4969
3 C 0.3495 -1.3878 -0.0651
4 C -0.7236 -3.4783 0.2828
5 C -1.2927 -3.0140 1.4450
6 C -0.2844 -0.9413 1.0784
7 C -1.2471 -1.7144 1.8473
8 H 0.4025 -2.9384 -1.4193
9 H -0.7989 -4.5868 0.0222
10 H 1.1227 -0.2317 -1.7318
11 H 2.3175 -1.2884 -0.9247
12 H -1.9953 -3.7902 1.7783
13 H 0.0422 -0.0016 1.4931
14 H -1.8024 -1.2019 2.5931
15 H 1.6154 0.2065 -0.2015
16 C 0.0537 3.6980 -1.0220
17 C 0.7981 2.5577 -0.3941
18 S -1.8373 3.2584 -0.8966
19 H 0.4707 4.5562 -0.4835
20 H 0.0477 3.8908 -2.0734
21 H 1.8539 2.3571 -0.8744
22 H -2.0170 3.0653 0.4119
23 H 0.3646 1.5099 -0.3579
24 H 1.0832 2.8742 0.7698

Entry 2:
# C23H38Cl2N2O9PS

A gas-phase ion, C23H38Cl2N2O9PS (charge +1) (ωB97M-V/def2-TZVPD, the OMol25 dataset).

Total charge: +1
HOMO level, eV: -11.3
Structure (SMILES): CC(=O)N(C)CCCCOC(=O)c1c(CCCCS(=O)(=O)O)c([C@@H](Cl)[C@H](C)Cl)[nH+]c(P(O)O)c1CCCO
HOMO-LUMO gap, eV: 6.97

Atoms and positions in Å:
1 C -4.1229 -1.9364 2.6008
2 C -4.4193 -1.6035 1.1385
3 O -5.0044 -2.4391 0.4715
4 N -3.9936 -0.3732 0.6107
5 C -4.3781 0.7552 1.4859
6 C -4.4471 -0.1940 -0.7757
7 C -3.7530 0.9966 -1.5046
8 C -2.6241 0.5669 -2.4749
9 C -1.2247 0.4886 -1.8706
10 O -1.2482 0.0484 -0.4846
11 C -0.0826 -0.5574 -0.1170
12 O 0.0473 -1.7510 -0.2098
13 C 0.9642 0.3822 0.4654
14 C 2.1568 0.5696 -0.2588
15 C 2.3592 -0.1958 -1.5462
16 C 2.8357 -1.6482 -1.2793
17 C 2.6312 -2.5251 -2.5478
18 C 1.5941 -3.6604 -2.2968
19 S 0.2898 -3.5054 -3.5039
20 O -0.1631 -2.1404 -3.6151
21 O -0.7602 -4.4151 -3.2113
22 O 0.9906 -3.8804 -4.8947
23 C 3.0875 1.4555 0.2486
24 C 4.4208 1.8449 -0.3940
25 Cl 5.4008 0.4445 -0.8648
26 C 4.2015 2.9074 -1.5493
27 C 2.8210 3.5721 -1.5213
28 Cl 4.5956 2.3012 -3.1794
29 N 2.8376 2.0692 1.4063
30 C 1.7272 1.8955 2.1074
31 P 1.7437 2.9140 3.7083
32 O 0.8074 4.2472 3.4997
33 O 1.1340 2.0196 4.9123
34 C 0.7354 1.0613 1.6613
35 C -0.5400 0.8754 2.4270
36 C -0.9691 -0.6030 2.6548
37 C 0.1572 -1.5880 2.9206
38 O 0.5689 -1.5484 4.2888
39 H -3.5539 -2.8645 2.6692
40 H -5.0879 -2.1373 3.0785
41 H -3.6598 -1.1120 3.1462
42 H -3.4891 1.1145 2.0235
43 H -5.1223 0.4781 2.2389
44 H -4.7749 1.6028 0.9261
45 H -4.1215 -1.0882 -1.3120
46 H -5.5387 -0.1281 -0.8491
47 H -4.5523 1.4919 -2.0652
48 H -3.3563 1.7423 -0.8049
49 H -2.9132 -0.3955 -2.9064
50 H -2.5850 1.3120 -3.2761
51 H -0.7841 1.4967 -1.8802
52 H -0.6414 -0.2244 -2.4586
53 H 1.4186 -0.3007 -2.0946
54 H 3.0525 0.3002 -2.2265
55 H 3.9005 -1.6901 -1.0463
56 H 2.3392 -2.0791 -0.4086
57 H 2.3748 -1.8954 -3.4029
58 H 3.5856 -3.0003 -2.7886
59 H 1.1935 -3.6119 -1.2868
60 H 2.0687 -4.6318 -2.4549
61 H 0.5857 -3.2736 -5.5366
62 H 5.0046 2.3626 0.3734
63 H 4.9074 3.7190 -1.3600
64 H 2.8423 4.4234 -2.2062
65 H 2.0228 2.8996 -1.8483
66 H 2.5741 3.9713 -0.5319
67 H 3.5391 2.7131 1.7758
68 H 1.3169 4.8213 2.9111
69 H 0.2607 2.3704 5.1639
70 H -1.3301 1.3390 1.8181
71 H -0.5611 1.3896 3.3847
72 H -1.5894 -0.9431 1.8194
73 H -1.6277 -0.6312 3.5287
74 H 1.0254 -1.4905 2.2542
75 H -0.2531 -2.5930 2.7340
76 H 1.1524 -2.3076 4.3910

Entry 3:
# C33H68F3N10O9

4 unconnected molecules or ions with the total composition C33H68F3N10O9 (ωB97M-V/def2-TZVPD, the OMol25 dataset).

Total charge: +1
HOMO level, eV: -10.3
HOMO-LUMO gap, eV: 7.78

Atoms and positions in Å:
1 C -1.5407 -2.2366 -0.7252
2 C -1.3295 -0.8790 0.0008
3 C -2.5439 -0.4772 0.8345
4 N -3.6191 0.1759 0.0332
5 N -3.9710 1.4352 0.5085
6 C -4.8035 1.6123 1.5088
7 C -5.5185 0.5941 2.2809
8 C -7.0868 0.6211 2.0447
9 N -7.5292 1.5228 0.9933
10 N -7.4981 -0.7445 1.7239
11 N -7.8058 1.0051 3.2365
12 N -4.9260 2.9176 1.7833
13 C -4.1609 3.5380 0.9208
14 N -4.0297 4.8990 0.9491
15 C -4.7638 5.5932 1.9895
16 C -6.0459 6.0264 1.7744
17 C -6.6508 6.6407 2.8470
18 C -5.9630 6.7806 4.0249
19 N -4.7051 6.3935 4.2443
20 C -4.1505 5.8036 3.1887
21 C -3.1842 5.6656 0.0983
22 F -1.8989 5.3416 0.2908
23 F -3.4699 5.4976 -1.1868
24 F -3.3275 6.9678 0.3818
25 N -3.5414 2.6761 0.0761
26 C -2.6347 2.7904 -1.0444
27 N -3.3140 3.0318 -2.3112
28 C -4.2929 2.0023 -2.6596
29 H -2.5121 -2.6245 -0.4596
30 H -0.7670 -2.9102 -0.3916
31 H -1.4460 -2.1001 -1.7950
32 H -0.4945 -0.9609 0.6814
33 H -1.1325 -0.0688 -0.6968
34 H -2.9729 -1.3328 1.3393
35 H -2.2135 0.2346 1.5842
36 H -3.3960 0.2038 -0.9521
37 H -5.1121 -0.3950 2.1466
38 H -5.3398 0.8517 3.3177
39 H -7.0972 1.3338 0.1008
40 H -7.4632 2.4982 1.2435
41 H -7.5243 -0.8274 0.7145
42 H -8.4620 -0.8282 2.0257
43 H -7.5710 0.4081 4.0161
44 H -7.6557 1.9779 3.4625
45 H -6.5706 5.9089 0.8424
46 H -7.6553 7.0134 2.7709
47 H -6.4711 7.2437 4.8577
48 H -3.1270 5.4653 3.2998
49 H -2.0952 1.8404 -1.1001
50 H -1.8810 3.5523 -0.9048
51 H -2.5761 3.0703 -3.0018
52 H -3.7873 1.0654 -2.9301
53 H -4.9980 1.8215 -1.8611
54 H -4.7959 2.3170 -3.5617
55 C -0.3209 -7.8615 0.6852
56 O -0.3918 -7.3442 1.9966
57 C 0.3193 -6.1314 2.1631
58 C -0.3725 -5.2146 3.1489
59 O -1.5582 -4.5970 2.6583
60 C -2.7130 -5.4119 2.4900
61 C -3.3607 -5.8751 3.7770
62 O -2.6068 -6.9020 4.3926
63 C -2.6628 -6.8719 5.8030
64 H 0.6855 -8.2310 0.4615
65 H -1.0243 -8.6892 0.6190
66 H -0.6051 -7.1039 -0.0546
67 H 0.4257 -5.6108 1.2039
68 H 1.3194 -6.3691 2.5480
69 H 0.3106 -4.3867 3.3545
70 H -0.5545 -5.7209 4.0968
71 H -2.5110 -6.2525 1.8256
72 H -3.4360 -4.7685 1.9802
73 H -4.3585 -6.2716 3.5466
74 H -3.4735 -5.0181 4.4517
75 H -2.4104 -5.8772 6.1879
76 H -1.9277 -7.5816 6.1770
77 H -3.6547 -7.1633 6.1643
78 C 1.6060 6.0170 -0.7525
79 O 2.1787 4.7322 -0.6304
80 C 1.2569 3.7397 -0.2325
81 C 1.5517 2.4043 -0.8817
82 O 1.2111 2.3296 -2.2582
83 C 2.0287 3.0255 -3.1957
84 C 3.4004 2.4255 -3.4056
85 O 4.2514 2.6946 -2.3051
86 C 5.1771 1.6599 -2.0482
87 H 1.3418 6.4251 0.2294
88 H 2.3461 6.6648 -1.2172
89 H 0.7152 5.9935 -1.3917
90 H 0.2327 4.0378 -0.4928
91 H 1.3262 3.6263 0.8586
92 H 0.9118 1.6614 -0.3948
93 H 2.5839 2.0996 -0.7068
94 H 2.0952 4.0863 -2.9523
95 H 1.4934 2.9468 -4.1446
96 H 3.8462 2.8713 -4.3040
97 H 3.3013 1.3458 -3.5651
98 H 4.6743 0.6891 -1.9655
99 H 5.6604 1.8763 -1.0970
100 H 5.9391 1.6136 -2.8328
101 C 10.5611 -4.8779 -2.3491
102 O 10.5708 -3.5144 -2.7113
103 C 10.7696 -3.3042 -4.0998
104 C 9.9970 -2.1011 -4.5945
105 O 8.5936 -2.2991 -4.6996
106 C 7.8265 -2.3675 -3.5091
107 C 7.6685 -1.0509 -2.7794
108 O 8.8588 -0.6870 -2.1033
109 C 9.0790 0.7050 -2.0645
110 H 11.5608 -5.3166 -2.4395
111 H 10.2400 -4.9411 -1.3108
112 H 9.8559 -5.4463 -2.9659
113 H 10.4610 -4.1858 -4.6723
114 H 11.8398 -3.1293 -4.2704
115 H 10.3290 -1.9032 -5.6161
116 H 10.2300 -1.2138 -4.0043
117 H 8.1958 -3.1463 -2.8403
118 H 6.8298 -2.6734 -3.8376
119 H 6.8709 -1.1497 -2.0289
120 H 7.3778 -0.2775 -3.4999
121 H 9.0130 1.1449 -3.0664
122 H 10.0849 0.8698 -1.6833
123 H 8.3615 1.2002 -1.3996

Entry 4:
# C27H27N3O4Pd

A molecular structure, C27H27N3O4Pd (ωB97M-V/def2-TZVPD, the OMol25 dataset).

Spin multiplicity: 3
HOMO level (spin up / spin down), eV: -8.3 / -9.0
HOMO-LUMO gap (spin up / spin down), eV: 7.40 / 7.61
<S²>: 2.008

Atoms and positions in Å:
1 Pd 0.6648 -0.0083 0.4838
2 O -2.0474 -0.0288 3.7523
3 C -1.1540 -0.0459 2.9174
4 O -1.3016 -0.0307 1.6397
5 C 0.2631 -0.0585 3.4306
6 C 0.6085 -0.0541 4.7677
7 C 1.9687 -0.0379 5.0806
8 C 2.9305 -0.0506 4.0689
9 C 2.5010 -0.0725 2.7526
10 N 1.2080 -0.0801 2.4904
11 C 3.4235 -0.0491 1.5430
12 O 4.6218 -0.0874 1.7908
13 O 2.8578 0.0237 0.3876
14 H -0.1796 -0.0804 5.5059
15 H 2.2808 -0.0240 6.1155
16 H 3.9935 -0.0451 4.2677
17 C -1.2964 3.1664 1.2952
18 C -0.5676 3.5805 0.0493
19 C -0.2379 4.9146 -0.1347
20 C 0.5144 5.3370 -1.2241
21 C 0.9782 4.4150 -2.1552
22 C 0.6518 3.0677 -2.0243
23 C 1.1613 2.0560 -3.0068
24 C -0.1317 2.6900 -0.9339
25 N -0.4313 1.2864 -0.8261
26 C -1.5395 0.7672 -1.1991
27 C -2.7222 1.5264 -1.6390
28 C -1.5547 -0.7461 -1.2043
29 C -2.7364 -1.4940 -1.6809
30 N -0.4542 -1.2988 -0.8298
31 C -0.1429 -2.6899 -0.9258
32 C 0.7226 -3.0297 -1.9639
33 C 1.3065 -1.9577 -2.8576
34 C 1.0680 -4.3551 -2.0905
35 C 0.5578 -5.3117 -1.2212
36 C -0.2509 -4.9280 -0.1707
37 C -0.6255 -3.5912 0.0144
38 C -1.4308 -3.1606 1.2103
39 H -1.7605 4.0284 1.7821
40 H -0.5955 2.7027 2.0091
41 H -2.0684 2.4053 1.1521
42 H -0.5837 5.6292 0.5989
43 H 0.7708 6.3772 -1.3369
44 H 1.5768 4.7601 -3.0102
45 H 1.8612 2.4877 -3.7202
46 H 0.3421 1.6056 -3.5664
47 H 1.6599 1.2286 -2.4933
48 H -2.4647 2.5871 -1.6740
49 H -3.5402 1.3963 -0.9201
50 H -3.0534 1.2166 -2.6354
51 H -3.0227 -1.2118 -2.6915
52 H -3.5882 -1.3493 -1.0112
53 H -2.4884 -2.5605 -1.6833
54 H 0.5495 -1.3934 -3.4150
55 H 1.9960 -2.4021 -3.5811
56 H 1.8759 -1.2426 -2.2497
57 H 1.7438 -4.6789 -2.8784
58 H 0.8088 -6.3577 -1.3280
59 H -0.6348 -5.6573 0.5450
60 H -1.9635 -3.9998 1.6647
61 H -2.1219 -2.3483 0.9959
62 H -0.7770 -2.7379 1.9711

Entry 5:
# C7H9N2O2

A gas-phase ion, C7H9N2O2 (charge -1) (ωB97M-V/def2-TZVPD, the OMol25 dataset).

Total charge: -1
Energy above the lowest of the compared OMol25 structures with the same formula, charge and spin, eV: 3.098
HOMO level (spin up / spin down), eV: -2.8 / -2.7
HOMO-LUMO gap (spin up / spin down), eV: 6.50 / 6.09

Atoms and positions in Å:
1 C -1.0544 -1.8417 -0.6330
2 C 0.1004 -0.4106 0.8506
3 C -0.4514 -0.1176 -2.8003
4 C -1.5211 -2.1185 -1.9024
5 C -0.0158 2.0016 1.3701
6 C 1.8201 0.5719 2.3369
7 C 0.9153 0.8091 1.1247
8 N -0.3226 -0.7586 -0.2846
9 N -1.2021 -1.1831 -2.9545
10 O -0.0999 0.7482 -3.5872
11 O -2.2009 -3.1016 -2.2508
12 H -1.2906 -2.5750 0.1337
13 H -0.6120 2.1874 0.4788
14 H 0.5545 2.9018 1.6064
15 H -0.6910 1.7883 2.1984
16 H 2.4791 -0.2745 2.1538
17 H 1.2177 0.3511 3.2169
18 H 2.4320 1.4501 2.5448
19 H 1.5470 1.0406 0.2516
20 H -1.6041 -1.4689 -3.8539

Entry 6:
# C23H33ClCrN3O4Si2

A molecular structure, C23H33ClCrN3O4Si2 (ωB97M-V/def2-TZVPD, the OMol25 dataset).

Total charge: -1
Spin multiplicity: 5
Energy above the lowest of the compared OMol25 structures with the same formula, charge and spin, eV: 0.258
HOMO level (spin up / spin down), eV: -2.5 / -4.8
HOMO-LUMO gap (spin up / spin down), eV: 5.07 / 7.35
<S²>: 6.074

Atoms and positions in Å:
1 Cr 0.2024 0.6493 -0.6450
2 Cl 4.2962 3.2428 4.8536
3 C 3.5563 2.3885 3.5037
4 C 4.1932 1.2687 2.9884
5 C 3.5867 0.5958 1.9208
6 C 2.3835 1.0036 1.3707
7 O 1.8493 0.2966 0.3669
8 C 1.7424 2.1829 1.8946
9 C 0.5468 2.6983 1.3788
10 O -0.1796 2.2335 0.3898
11 C 2.3714 2.8462 2.9846
12 H 5.1312 0.9299 3.4047
13 H 4.0610 -0.2848 1.5014
14 H 0.1683 3.6023 1.8571
15 H 1.9005 3.7288 3.4005
16 C -3.5703 -1.7606 2.0008
17 Si -2.5636 -0.3534 1.2116
18 C -2.2732 0.8201 2.6331
19 C -3.7553 0.3974 0.0056
20 C -0.9536 -0.8668 0.3950
21 C -1.0494 -1.5650 -0.9041
22 C -1.8948 -2.5964 -1.3287
23 C -1.7188 -3.1338 -2.5879
24 C -0.7198 -2.6388 -3.4215
25 C 0.0534 -1.5950 -2.9669
26 N -0.1085 -1.0806 -1.7520
27 Si 0.1353 -1.9654 1.4605
28 C 1.6604 -2.6229 0.5868
29 C 0.5509 -1.2134 3.1195
30 C -0.7514 -3.5978 1.8538
31 H -4.5327 -1.3412 2.3173
32 H -3.0944 -2.1813 2.8873
33 H -3.7855 -2.5762 1.3030
34 H -3.2292 1.2706 2.9207
35 H -1.5938 1.6208 2.3451
36 H -1.8603 0.3141 3.5063
37 H -4.6651 0.6875 0.5406
38 H -4.0325 -0.3133 -0.7789
39 H -3.3231 1.2657 -0.4935
40 H -2.6590 -2.9716 -0.6628
41 H -2.3529 -3.9449 -2.9256
42 H -0.5624 -3.0478 -4.4100
43 H 0.8231 -1.1421 -3.5826
44 H 2.5446 -2.0501 0.8616
45 H 1.5578 -2.5702 -0.4992
46 H 1.8194 -3.6689 0.8636
47 H 0.7615 -0.1445 3.0473
48 H 1.4353 -1.7004 3.5401
49 H -0.2783 -1.3522 3.8172
50 H -0.9262 -4.1755 0.9398
51 H -1.7042 -3.4740 2.3665
52 H -0.0997 -4.2005 2.4974
53 C 2.1860 2.2918 -4.2122
54 C 1.2179 1.9018 -3.1441
55 N 1.6121 1.3553 -2.0526
56 O 2.9561 1.1061 -1.9156
57 C -0.2183 2.1041 -3.2594
58 C -0.8616 2.8685 -4.3707
59 N -0.9454 1.5950 -2.2709
60 O -2.2031 1.7069 -2.3100
61 H 3.0025 1.5747 -4.2499
62 H 2.6165 3.2692 -3.9827
63 H 1.6941 2.3477 -5.1829
64 H 2.9695 0.7730 -0.9874
65 H -0.2372 3.7071 -4.6874
66 H -1.8163 3.2442 -4.0067
67 H -1.0659 2.2404 -5.2451

Entry 7:
# C20H32N7O9

2 unconnected molecules or ions with the total composition C20H32N7O9 (ωB97M-V/def2-TZVPD, the OMol25 dataset).

Total charge: +1
HOMO level, eV: -11.7
HOMO-LUMO gap, eV: 9.11

Atoms and positions in Å:
1 O -4.6645 5.0948 -1.5583
2 O 1.2826 0.7001 1.0750
3 O -0.1489 -3.2389 -2.2150
4 O -0.5107 2.2216 -3.0722
5 O 3.0665 -6.3601 0.2439
6 O 2.3869 -5.3685 2.0610
7 O 0.8758 -0.8971 2.6027
8 O 1.7418 -4.1362 -1.3526
9 O 2.7884 -2.0493 0.3245
10 C -4.7711 3.9062 -1.8243
11 C 1.1629 -0.4817 1.3410
12 C 0.6518 -3.3365 -1.3015
13 C -1.5755 2.7263 -3.3909
14 C -1.4533 1.7875 3.4034
15 C 6.8315 -4.7555 0.8982
16 C 6.8702 -3.3850 1.1384
17 C 5.6103 -5.4333 0.9096
18 C 5.6847 -2.6982 1.3882
19 C 4.3953 -4.7649 1.1674
20 C 4.4462 -3.3623 1.4110
21 N -1.2844 0.6372 3.9967
22 N -2.0760 2.4615 -4.6015
23 N -0.9571 1.9840 2.1976
24 N 0.1687 -3.4506 1.1664
25 N -3.7357 3.1367 -2.1697
26 N 3.2061 -5.5301 1.1502
27 N -2.1238 2.7072 4.0374
28 C -6.1210 3.2287 -1.7606
29 C 3.2328 -2.4929 1.6167
30 C -3.2899 2.9958 -5.2257
31 C 1.4629 -1.4832 0.2046
32 C -1.1034 3.1403 1.2979
33 C 0.3541 -2.5471 -0.0027
34 C -1.5870 2.6793 -0.0838
35 C -1.6340 3.8695 -1.0564
36 C -2.3570 3.6152 -2.4009
37 H 1.1585 -0.1696 3.1804
38 H 1.7385 -4.5563 -2.2263
39 H 7.7503 -5.2985 0.6941
40 H 7.8191 -2.8553 1.1196
41 H 5.6074 -6.5035 0.7147
42 H 5.7343 -1.6251 1.5460
43 H -1.6688 0.4825 4.9111
44 H -0.9214 -0.1483 3.4756
45 H -1.4895 1.8624 -5.1639
46 H -0.3468 1.2688 1.8309
47 H -0.6382 -4.0627 1.0241
48 H 1.0074 -4.0308 1.2922
49 H -3.9346 2.1677 -2.3670
50 H -2.4923 2.5437 4.9554
51 H -2.2551 3.5987 3.5924
52 H -6.3609 2.8020 -2.7330
53 H -6.8757 3.9703 -1.4997
54 H -6.1037 2.4459 -1.0051
55 H 2.4546 -3.0116 2.1728
56 H 3.5172 -1.6283 2.2236
57 H -3.2029 2.9267 -6.3122
58 H -4.1615 2.4185 -4.9121
59 H -3.4350 4.0452 -4.9600
60 H 1.4795 -0.8922 -0.7177
61 H -0.1318 3.6272 1.1848
62 H -1.8138 3.8665 1.6954
63 H -0.5860 -2.0103 -0.1717
64 H -0.9109 1.9175 -0.4739
65 H -2.5811 2.2459 0.0276
66 H -2.1442 4.6966 -0.5602
67 H -0.6131 4.1987 -1.2596
68 H -2.4256 4.5872 -2.8941

no.,F_max (eV/A)
1,4.32
2,3.49
3,1.51
4,1.13
5,2.35
6,0.56
7,3.51